#1
{"formula": "C14H18N", "method": "ωB97M-V/def2-TZVPD", "species": ["C", "C", "C", "C", "C", "C", "C", "C", "C", "C", "C", "C", "C", "C", "N", "H", "H", "H", "H", "H", "H", "H", "H", "H", "H", "H", "H", "H", "H", "H", "H", "H", "H"], "positions_angstrom": [[1.4584, 0.3748, 4.0237], [0.7871, 1.4132, 3.4296], [2.2403, -0.5128, 3.2653], [0.8790, 1.7345, 2.1381], [2.4289, -0.0934, 1.9380], [1.7886, 0.9958, 1.2873], [-2.5994, -0.6401, -0.3795], [-2.4038, -1.8592, -1.3209], [-2.4222, 0.2724, -2.5060], [-1.8352, 0.5384, -1.1357], [-1.8881, -1.1792, -2.5893], [-0.4025, 0.0406, -1.3780], [-0.4039, -0.8548, -2.3504], [1.9033, 1.3530, -0.1503], [2.9391, 0.5592, -0.9795], [1.1496, 0.2609, 5.1266], [0.1978, 2.1549, 3.9672], [2.7664, -1.4090, 3.6061], [0.2442, 2.5430, 1.7916], [3.2422, -0.6190, 1.3627], [-3.6124, -0.5700, -0.1928], [-2.1889, -0.7371, 0.7388], [-1.5291, -2.3962, -0.9675], [-3.3203, -2.5108, -1.4169], [-3.5836, 0.2585, -2.3875], [-2.0981, 1.0168, -3.2759], [-1.8027, 1.4863, -0.7716], [-2.1339, -1.6707, -3.4959], [0.4187, 0.5245, -0.7444], [0.4128, -1.4694, -2.7547], [2.4141, 0.4278, -1.8842], [3.1349, -0.4439, -0.8089], [3.8184, 1.0113, -1.1851]], "nbo_charge": [-0.07, -0.26, -0.23, -0.06, -0.10, -0.30, -0.39, -0.41, -0.37, -0.28, -0.26, -0.15, -0.20, 0.22, -0.80, 0.25, 0.24, 0.26, 0.24, 0.20, 0.22, 0.20, 0.21, 0.24, 0.21, 0.23, 0.22, 0.23, 0.17, 0.21, 0.46, 0.42, 0.46], "spin_multiplicity": 1, "gap_ha": 0.248, "e_lumo_ev": -5.5, "total_charge": 1, "homo_ev": -12.29}

***

#2
{"formula": "C14H18N", "method": "ωB97M-V/def2-TZVPD", "species": ["C", "C", "C", "C", "C", "C", "C", "C", "C", "C", "C", "C", "C", "C", "N", "H", "H", "H", "H", "H", "H", "H", "H", "H", "H", "H", "H", "H", "H", "H", "H", "H", "H"], "positions_angstrom": [[-1.4008, -0.6205, 3.6816], [-2.2933, -0.6883, 2.5591], [-0.1530, -0.0877, 3.4342], [-1.9379, -0.4676, 1.2542], [1.7083, 0.1280, 1.9036], [0.3370, 0.0701, 2.0819], [-0.6399, 0.0828, 0.9856], [-0.1498, 0.3139, -0.3016], [1.3675, 0.8045, -0.3506], [1.8405, 1.7875, -1.1735], [-1.5357, -1.2369, -1.9293], [-1.8635, 1.3136, -1.5165], [3.1811, -0.8182, 0.1582], [-0.8959, 0.1533, -1.5890], [2.3442, 0.3974, 0.5373], [-1.7935, -0.8721, 4.7137], [-3.3526, -0.8752, 2.8434], [0.5698, 0.1455, 4.1656], [-2.7108, -0.4597, 0.3872], [2.5112, 0.0883, 2.6665], [2.8365, 1.9329, -1.0736], [1.3932, 2.4146, -1.9291], [-2.5678, -1.1900, -1.9153], [-1.0055, -1.9388, -1.2672], [-1.1522, -1.3952, -2.9123], [-1.1456, 2.1078, -1.1263], [-2.6296, 1.0798, -0.8600], [-2.2630, 1.5224, -2.5722], [2.7999, -1.7869, 0.2969], [3.6508, -0.7061, -0.8717], [3.9676, -0.6581, 0.8997], [-0.2616, 0.3244, -2.4746], [3.0191, 1.1634, 0.6088]], "nbo_charge": [-0.15, -0.19, -0.20, -0.19, -0.09, -0.01, -0.12, 0.14, 0.12, -0.33, -0.60, -0.57, -0.41, -0.28, -0.40, 0.25, 0.24, 0.22, 0.24, 0.24, 0.17, 0.25, 0.22, 0.22, 0.22, 0.21, 0.20, 0.23, 0.25, 0.24, 0.22, 0.22, 0.45], "spin_multiplicity": 1, "smiles": "C=C1C(C(C)C)=c2ccccc2=C[N@H+]1C", "gap_ha": [0.242, 0.242], "e_lumo_ev": [-4.6, -4.6], "total_charge": 1, "homo_ev": [-11.15, -11.15]}

***

The relative energies come out as #1 1.881; #2 0.000, with values in eV.

***

#1
{"formula": "C3HNO2", "method": "ωB97M-V/def2-TZVPD", "species": ["C", "C", "C", "N", "O", "O", "H"], "positions_angstrom": [[-0.4745, -1.4452, -1.2117], [0.3819, 1.1428, 0.2712], [0.4120, 0.7426, 1.5415], [-0.4172, -0.9141, -0.2138], [1.0201, 1.6006, -0.6170], [-0.2207, 0.5820, 2.5224], [-0.7016, -1.7087, -2.2926]], "nbo_charge": [0.14, 0.40, 0.40, -0.36, -0.44, -0.42, 0.26], "spin_multiplicity": 1, "smiles": "O=C=C=O.C#N", "gap_ha": 0.270, "e_lumo_ev": -0.9, "total_charge": 0, "homo_ev": -8.22}

***

#2
{"formula": "C3HNO2", "method": "ωB97M-V/def2-TZVPD", "species": ["C", "C", "C", "N", "O", "O", "H"], "positions_angstrom": [[1.2074, -0.2096, -0.0041], [1.3895, 0.6715, 0.8796], [-1.6746, -0.3221, -0.6920], [-2.6942, -0.8870, -0.9359], [1.2410, -1.0555, -0.7942], [-0.8930, 0.4808, -0.2236], [1.4240, 1.3219, 1.7701]], "nbo_charge": [0.53, -0.05, 0.55, -0.39, -0.37, -0.55, 0.27], "spin_multiplicity": 1, "gap_ha": [0.188, 0.192], "e_lumo_ev": [-4.5, -4.5], "total_charge": 0, "homo_ev": [-9.57, -9.70]}

***

#3
{"formula": "C3HNO2", "method": "ωB97M-V/def2-TZVPD", "species": ["C", "C", "C", "N", "O", "O", "H"], "positions_angstrom": [[0.9675, 0.0631, -0.0006], [-0.0282, 0.9266, -0.0007], [-1.1968, -0.0034, -0.0006], [-0.9014, -1.2183, 0.0003], [0.5086, -1.2655, 0.0004], [-1.3793, 1.3101, 0.0009], [2.0296, 0.1874, 0.0003]], "nbo_charge": [0.00, 0.09, 0.46, -0.15, -0.33, -0.31, 0.23], "spin_multiplicity": 1, "smiles": "c1onc2c1O2", "gap_ha": 0.371, "e_lumo_ev": 0.4, "total_charge": 0, "homo_ev": -9.74}

***

The relative energies come out as #1 0.000; #2 2.593; #3 3.808, with values in eV.

***

#1
{"formula": "C11H17N4", "method": "ωB97M-V/def2-TZVPD", "species": ["C", "C", "N", "N", "N", "H", "H", "H", "H", "H", "H", "H", "H", "C", "C", "C", "C", "C", "C", "C", "C", "C", "N", "H", "H", "H", "H", "H", "H", "H", "H", "H"], "positions_angstrom": [[-0.6083, -3.7777, 0.7004], [-0.9838, -1.4656, 1.4549], [0.2696, -1.2989, 1.9167], [-1.4512, -2.6297, 1.0303], [-1.7897, -0.4092, 1.5237], [1.0369, -1.9229, 1.7386], [0.5583, -0.3265, 1.7228], [-2.4253, -2.7099, 0.7875], [-2.5502, -0.3099, 0.8671], [-1.6003, 0.3689, 2.1303], [0.1379, -3.8639, 1.4886], [-0.0635, -3.6477, -0.2453], [-1.2386, -4.6293, 0.5301], [0.1467, 3.3565, 1.1067], [0.1700, 1.3853, -0.6464], [0.7362, 2.0630, 0.5916], [1.2204, 0.5276, -1.0612], [1.9974, 1.5721, 0.7321], [-1.1040, 1.3287, -1.2063], [-1.2268, 0.4003, -2.2197], [-0.1635, -0.3108, -2.7883], [1.0400, -0.3650, -2.1304], [2.3569, 0.7923, -0.3424], [-1.9486, 1.9443, -0.9339], [-2.1081, 0.3469, -2.8434], [-0.5186, -0.9194, -3.6257], [0.2871, 4.0739, 0.2987], [0.6551, 3.5996, 2.0271], [2.8442, 1.9872, 1.2684], [3.1917, 0.2608, -0.5082], [1.8931, -0.9680, -2.4166], [-0.8836, 3.3198, 1.4824]], "nbo_charge": [-0.42, 0.69, -0.78, -0.54, -0.77, 0.42, 0.43, 0.42, 0.43, 0.43, 0.21, 0.22, 0.24, -0.64, -0.11, -0.09, 0.13, -0.07, -0.21, -0.24, -0.20, -0.24, -0.53, 0.23, 0.22, 0.23, 0.24, 0.23, 0.23, 0.42, 0.22, 0.21], "spin_multiplicity": 1, "gap_ha": 0.315, "e_lumo_ev": -2.6, "total_charge": 1, "homo_ev": -11.19}

***

#2
{"formula": "C11H17N4", "method": "ωB97M-V/def2-TZVPD", "species": ["C", "C", "C", "C", "C", "C", "C", "C", "C", "C", "C", "N", "N", "N", "N", "H", "H", "H", "H", "H", "H", "H", "H", "H", "H", "H", "H", "H", "H", "H", "H", "H"], "positions_angstrom": [[4.9398, 0.0177, -0.0953], [4.4397, -0.0915, 1.1606], [3.9747, 0.2519, -1.1173], [3.0844, -0.0730, 1.4017], [2.6387, 0.2400, -0.8971], [2.0732, 0.0274, 0.3954], [0.6354, -0.0097, 0.7429], [-2.2966, 1.5360, -0.6924], [-2.3119, 0.7739, 0.6297], [-3.6018, 0.4373, 1.4292], [0.0382, -1.2848, -1.1829], [-0.3182, -0.5020, 0.0048], [-1.6572, -0.5370, 0.3939], [-2.4581, -1.3137, -0.4188], [-3.3352, 1.5708, -1.4426], [5.9480, 0.0492, -0.3401], [5.2062, -0.2105, 1.9302], [4.4025, 0.4336, -2.1688], [2.7776, -0.0395, 2.4394], [1.9801, 0.6483, -1.6481], [-1.6269, 1.1733, 1.4662], [-3.4176, -0.4875, 2.0345], [-4.4977, 0.2113, 0.8176], [-3.7260, 1.1548, 2.1840], [0.9613, -1.7553, -1.2188], [-0.6323, -2.0936, -1.1586], [-0.1094, -0.6124, -2.0098], [-3.0752, -0.8201, -1.0759], [-3.0889, -2.0342, 0.1710], [0.5465, 0.1865, 1.7834], [-4.2473, 1.0935, -1.2345], [-3.2460, 2.0592, -2.2836]], "nbo_charge": [-0.12, -0.23, -0.21, -0.13, -0.18, -0.14, 0.21, 0.07, -0.16, -0.64, -0.44, -0.08, -0.10, -0.68, -0.70, 0.23, 0.24, 0.24, 0.22, 0.22, 0.22, 0.23, 0.20, 0.24, 0.24, 0.26, 0.23, 0.36, 0.40, 0.23, 0.36, 0.41], "spin_multiplicity": 1, "gap_ha": 0.269, "e_lumo_ev": -4.2, "total_charge": 1, "homo_ev": -11.50}

***

The relative energies come out as #1 0.000; #2 6.397, with values in eV.

***

#1
{"formula": "C3H4O2S2", "method": "ωB97M-V/def2-TZVPD", "species": ["C", "C", "C", "H", "H", "H", "H", "O", "O", "S", "S"], "positions_angstrom": [[0.1655, -2.2697, 0.6885], [-0.9383, -0.0021, -0.3823], [0.4384, 2.2907, -0.7826], [-0.1145, -2.4925, -0.3375], [-1.6049, 0.8813, -0.1193], [-1.6528, -0.7279, -0.8536], [1.3656, 2.7511, -1.2351], [0.7414, -3.1376, 1.3122], [-0.1598, 2.7765, 0.1369], [-0.1664, -0.5999, 1.1876], [0.1264, 0.7476, -1.5745]], "nbo_charge": [0.24, -0.76, 0.24, 0.12, 0.28, 0.26, 0.15, -0.52, -0.53, 0.26, 0.25], "spin_multiplicity": 1, "smiles": "O=CSCSC=O", "gap_ha": 0.379, "e_lumo_ev": 0.3, "total_charge": 0, "homo_ev": -10.00}

***

#2
{"formula": "C3H4O2S2", "method": "ωB97M-V/def2-TZVPD", "species": ["C", "C", "C", "O", "O", "S", "S", "H", "H", "H", "H"], "positions_angstrom": [[-2.2827, -0.6302, -0.2353], [-1.3432, 0.3456, -0.4887], [2.1465, -0.3787, 0.7498], [-2.2066, -1.7911, -0.2565], [0.0743, 2.3791, -1.1104], [-1.2853, 1.9396, -0.9058], [1.6971, -0.0621, -1.0078], [-3.4259, -0.2186, 0.0339], [3.0501, -0.9769, 0.6310], [1.3331, -1.0483, 1.1647], [2.2426, 0.4417, 1.4251]], "nbo_charge": [0.28, -0.43, -0.77, -0.47, -0.84, 1.23, 0.20, 0.10, 0.24, 0.24, 0.22], "spin_multiplicity": 1, "gap_ha": [0.215, 0.220], "e_lumo_ev": [-3.0, -3.0], "total_charge": 0, "homo_ev": [-8.87, -9.00]}

***

#3
{"formula": "C3H4O2S2", "method": "ωB97M-V/def2-TZVPD", "species": ["C", "C", "C", "O", "O", "S", "S", "H", "H", "H", "H"], "positions_angstrom": [[-0.1481, 0.5368, 2.3240], [0.1891, -0.1712, 1.1304], [-0.2866, 0.2733, -2.0320], [0.3566, 0.2704, 3.3952], [1.1772, -1.9707, -0.3823], [1.2993, -1.3531, 0.9273], [-1.4362, 0.2098, -0.6397], [-0.9099, 1.3246, 2.2083], [0.0681, -0.7289, -2.2604], [0.5395, 0.9356, -1.7993], [-0.8491, 0.6735, -2.8715]], "nbo_charge": [0.30, -0.45, -0.76, -0.49, -0.86, 1.26, 0.16, 0.15, 0.24, 0.23, 0.23], "spin_multiplicity": 1, "gap_ha": 0.288, "e_lumo_ev": -1.6, "total_charge": 0, "homo_ev": -9.46}

***

The relative energies come out as #1 0.000; #2 5.747; #3 2.982, with values in eV.